{"formula": "C6H20BCl2MgO6S2", "method": "ωB97M-V with the def2-TZVPD basis set", "species": ["Mg", "Cl", "Cl", "B", "H", "H", "H", "H", "O", "S", "O", "O", "C", "C", "C", "H", "H", "H", "H", "H", "H", "H", "H", "O", "S", "O", "O", "C", "C", "C", "H", "H", "H", "H", "H", "H", "H", "H"], "xyz": [[0.001, -0.580, 0.501], [1.669, -0.528, 2.017], [-0.743, -2.730, -0.301], [-0.852, 1.203, -0.265], [-0.830, 1.928, -1.165], [-1.666, 1.570, 0.470], [-1.055, 0.162, -0.651], [0.100, 1.280, 0.344], [-1.474, -0.681, 4.393], [-2.124, -0.409, 3.142], [-1.465, -0.532, 1.859], [-3.533, -1.262, 3.026], [-3.427, -2.527, 2.304], [-2.428, -3.512, 2.880], [-2.929, 1.251, 3.340], [-3.308, -2.281, 1.249], [-4.445, -2.894, 2.447], [-2.557, -4.519, 2.481], [-2.605, -3.565, 3.955], [-1.403, -3.231, 2.639], [-3.260, 1.576, 2.355], [-2.213, 1.964, 3.735], [-3.797, 1.113, 3.979], [3.248, -1.265, -2.659], [2.265, -0.253, -2.349], [1.293, -0.437, -1.305], [3.071, 1.120, -1.992], [4.198, 1.493, -2.795], [4.131, 3.020, -2.880], [1.312, 0.255, -3.804], [4.046, 1.088, -3.800], [5.110, 1.076, -2.373], [4.291, 3.389, -1.864], [3.121, 3.297, -3.172], [4.939, 3.454, -3.466], [1.842, 0.925, -4.477], [0.385, 0.714, -3.467], [1.092, -0.672, -4.332]], "forces_ev_per_a": [[1.091, -1.878, 0.153], [0.637, -0.069, 0.482], [-0.023, -0.037, 0.054], [-1.213, 2.354, -0.509], [0.313, 0.842, -1.253], [-1.346, 0.325, 0.758], [-1.121, -1.557, -1.205], [1.963, 0.374, 0.844], [-0.133, -0.256, -0.919], [-1.723, 1.037, 0.163], [-1.093, -0.161, 2.038], [1.995, 0.717, 0.375], [-0.884, -0.210, -0.226], [0.030, 0.310, 0.037], [0.303, -1.049, -0.877], [0.426, -0.229, -0.002], [0.042, -0.174, -0.128], [-0.255, 0.127, -0.237], [0.277, 0.014, 0.064], [-0.001, 0.087, 0.181], [0.124, -0.095, -0.071], [0.150, -0.232, 0.112], [0.186, -0.108, 0.203], [-0.931, 0.799, -0.066], [0.185, 0.699, 0.432], [1.424, 0.022, -1.006], [-0.908, -1.000, 0.313], [-0.590, 0.324, -0.952], [0.536, -0.575, 1.266], [0.180, -0.593, 0.123], [0.276, -0.181, 0.027], [0.017, 0.120, 0.065], [-0.193, 0.152, -0.010], [0.155, 0.233, -0.335], [-0.245, -0.101, -0.413], [0.289, -0.041, 0.214], [0.115, 0.010, 0.282], [-0.054, 0.000, 0.023]], "total_charge": -1, "de_lowest_kj_mol": 0.0, "e_lumo_ev": 2.4, "spin_multiplicity": 1, "homo_lumo_gap_ev": 7.846}


{"formula": "C6H20Br2N6O3P", "method": "ωB97M-V with the def2-TZVPD basis set", "species": ["C", "C", "Br", "C", "P", "Br", "H", "H", "H", "H", "H", "H", "H", "H", "C", "O", "N", "N", "H", "H", "H", "H", "C", "O", "N", "N", "H", "H", "H", "H", "C", "O", "N", "N", "H", "H", "H", "H"], "xyz": [[0.631, -0.957, -0.766], [-0.375, 0.117, -1.019], [0.459, 1.905, -1.089], [-1.683, -0.057, -1.172], [-2.561, -1.856, -1.091], [-2.852, 1.445, -1.468], [0.401, -1.846, -1.347], [0.647, -1.251, 0.279], [1.619, -0.617, -1.063], [-3.483, -1.424, -2.144], [-1.583, -2.329, -2.094], [-1.619, -2.206, -0.021], [-3.459, -1.294, -0.082], [-3.196, -3.174, -1.027], [-4.197, 0.827, 2.718], [-5.234, 0.501, 2.175], [-3.029, 1.079, 2.063], [-4.125, 0.987, 4.090], [-2.199, 1.366, 2.542], [-2.978, 0.974, 1.059], [-4.960, 0.813, 4.613], [-3.289, 1.252, 4.573], [2.511, -1.884, 2.993], [1.368, -1.661, 2.659], [3.043, -1.418, 4.171], [3.370, -2.620, 2.217], [3.985, -1.591, 4.463], [2.439, -0.875, 4.758], [3.010, -2.971, 1.350], [4.319, -2.816, 2.470], [2.986, 2.958, -4.798], [3.266, 3.547, -5.832], [1.777, 3.052, -4.183], [3.886, 2.139, -4.162], [1.557, 2.565, -3.329], [1.084, 3.636, -4.610], [4.789, 2.038, -4.580], [3.675, 1.646, -3.315]], "forces_ev_per_a": [[0.183, -0.103, -0.110], [-0.612, 0.307, -0.165], [0.058, -0.080, 0.134], [0.540, 0.475, -0.062], [-0.362, -0.502, 0.208], [0.157, -0.316, -0.048], [-0.249, -0.070, -0.118], [0.075, 0.083, 0.233], [0.143, 0.018, 0.040], [0.147, 0.109, -0.059], [-0.003, 0.006, -0.067], [0.079, -0.018, -0.064], [-0.047, 0.076, -0.038], [0.033, 0.036, 0.015], [0.224, 0.070, -0.047], [-0.078, 0.017, 0.035], [-0.061, 0.058, -0.079], [-0.012, 0.043, 0.028], [0.038, -0.071, 0.031], [-0.202, -0.097, 0.148], [-0.035, -0.025, -0.013], [0.041, -0.035, -0.017], [0.066, -0.027, -0.077], [-0.025, 0.045, 0.122], [-0.001, -0.028, -0.009], [0.000, -0.007, 0.028], [0.020, -0.010, -0.021], [-0.032, 0.018, -0.004], [-0.036, 0.013, -0.019], [0.014, 0.016, 0.018], [-0.065, 0.002, 0.018], [0.028, -0.022, 0.034], [0.132, 0.005, -0.004], [0.060, -0.001, 0.016], [-0.136, 0.011, -0.038], [-0.033, -0.008, -0.017], [0.014, 0.004, -0.033], [-0.062, 0.005, 0.002]], "total_charge": -1, "e_lumo_ev": 2.2, "spin_multiplicity": 1, "homo_lumo_gap_ev": 5.900}


{"formula": "C6H20IN4O4", "method": "ωB97M-V with the def2-TZVPD basis set", "species": ["I", "C", "C", "O", "H", "H", "H", "H", "H", "H", "C", "C", "O", "H", "H", "H", "H", "H", "H", "C", "O", "N", "N", "H", "H", "H", "H", "C", "O", "N", "N", "H", "H", "H", "H"], "xyz": [[0.348, 0.402, 0.070], [7.379, -1.830, -1.489], [6.480, -2.851, -0.759], [6.042, -2.092, 0.311], [7.550, -2.216, -2.494], [8.290, -1.541, -0.966], [7.028, -0.824, -1.721], [7.032, -3.758, -0.513], [5.630, -3.048, -1.412], [5.158, -1.812, 0.064], [-5.777, -2.593, 2.117], [-6.059, -4.020, 1.862], [-7.241, -4.338, 2.585], [-4.834, -2.278, 1.669], [-5.626, -2.352, 3.169], [-6.656, -2.004, 1.854], [-5.155, -4.556, 2.150], [-6.130, -4.058, 0.775], [-7.750, -5.019, 2.139], [3.805, 6.185, 3.599], [3.797, 7.009, 4.409], [4.609, 6.068, 2.588], [2.914, 5.271, 3.590], [4.467, 5.222, 2.055], [5.169, 6.811, 2.193], [2.856, 4.521, 2.916], [2.322, 5.276, 4.408], [-4.935, 0.456, -4.732], [-5.892, 0.238, -5.440], [-4.273, 1.605, -4.579], [-4.331, -0.441, -4.020], [-3.438, 1.543, -4.014], [-4.635, 2.483, -4.922], [-3.608, -0.027, -3.450], [-4.535, -1.431, -4.012]], "forces_ev_per_a": [[0.005, 0.019, -0.060], [0.724, -0.533, -1.502], [0.777, 2.501, -1.726], [-1.218, -0.377, 2.137], [0.877, -0.173, -0.137], [0.299, -0.864, 0.100], [-1.321, -0.193, 0.443], [-0.157, 0.046, 0.306], [0.102, -0.634, -0.117], [-0.128, 0.253, 0.510], [0.199, 1.438, 1.062], [0.449, 0.531, -0.205], [0.089, -0.400, -0.183], [-0.290, 0.177, -0.526], [-0.059, -0.406, 0.311], [0.295, 0.271, -0.512], [-0.304, -0.766, 0.242], [-0.537, -0.741, -0.126], [0.166, -0.094, -0.065], [0.375, -0.546, -1.791], [0.708, 5.563, 4.842], [3.376, -0.571, -3.856], [-4.545, -4.581, 0.765], [0.538, 0.561, -0.403], [-0.201, -0.235, 0.434], [-0.233, 0.158, 0.358], [-0.057, -0.398, -0.376], [-1.401, 0.315, -1.661], [-1.111, 0.343, -0.767], [0.543, 2.562, -0.232], [2.067, -2.928, 2.600], [-0.233, 1.021, -0.367], [0.236, -0.352, 0.150], [-0.007, -1.479, 0.388], [-0.024, 0.510, -0.039]], "total_charge": -1, "de_lowest_kj_mol": 0.0, "e_lumo_ev": 2.4, "spin_multiplicity": 1, "homo_lumo_gap_ev": 6.268}


{"formula": "C6H20N2O2", "method": "ωB97M-V with the def2-TZVPD basis set", "species": ["N", "C", "C", "C", "C", "C", "N", "C", "H", "H", "H", "H", "H", "H", "H", "H", "H", "H", "H", "H", "H", "H", "H", "H", "H", "H", "O", "H", "H", "O"], "xyz": [[1.510, 0.837, -1.787], [0.080, 0.426, -1.563], [-0.465, -1.004, -1.550], [0.373, -1.858, -0.630], [-0.292, -3.204, -0.336], [-0.213, 1.185, -0.194], [-1.710, 1.457, -0.191], [-2.390, 2.444, 0.766], [1.912, 0.689, -2.601], [2.074, 0.514, -1.037], [-0.335, 0.946, -2.435], [-1.534, -0.961, -0.983], [-0.583, -1.430, -2.529], [0.799, -1.335, 0.133], [1.340, -2.138, -1.166], [-1.125, -3.036, 0.394], [0.445, -3.873, 0.267], [-0.478, -3.682, -1.161], [0.035, 0.499, 0.576], [0.444, 2.074, 0.113], [-2.013, 1.448, -1.173], [-1.809, 2.665, 1.637], [-2.970, 3.282, 0.307], [-3.222, 1.885, 1.214], [3.771, 0.042, 1.357], [2.259, 0.143, 1.584], [2.966, 0.267, 0.943], [-1.249, -0.052, 3.073], [-0.492, -0.922, 4.023], [-0.269, -0.360, 3.221]], "forces_ev_per_a": [[-2.987, -0.124, 4.660], [1.232, 2.982, -0.186], [-1.383, 0.730, 2.898], [1.188, -2.988, -3.789], [2.520, 2.340, 7.335], [-1.749, 1.072, -0.776], [0.704, 0.641, 0.600], [-1.165, -2.107, -1.629], [1.958, -1.280, -4.866], [0.827, -0.232, 0.548], [-0.883, 0.165, 0.476], [2.117, 0.146, -1.704], [-0.079, -0.172, -0.458], [0.322, 1.318, 2.750], [-0.967, 0.329, 0.105], [0.178, -0.430, -1.080], [-1.073, 1.019, -0.979], [-1.710, -2.639, -4.577], [-0.160, -0.957, 0.977], [-0.934, -0.802, -1.434], [-0.129, 0.659, 1.023], [0.887, 0.681, -0.025], [1.331, -0.146, 0.101], [-0.042, -0.191, 0.016], [1.305, -0.427, 0.843], [0.114, -0.025, 0.134], [-1.493, 0.424, -0.864], [2.773, -0.453, -0.211], [1.020, 0.736, -1.256], [-3.721, -0.269, 1.369]], "total_charge": 0, "de_lowest_kj_mol": 334.9, "e_lumo_ev": 0.4, "spin_multiplicity": 1, "homo_lumo_gap_ev": 8.341}